C3H4OS2 | ωB97M-V/def2-TZVPD

Geometry (Å):
C -0.085103 0.367642 0.962007
C 0.287952 -0.595576 0.347283
C 0.585150 -1.731134 -0.439545
O 1.975343 0.976691 -0.596080
S 3.937809 -0.653270 0.781988
S 3.159230 0.078957 -0.775093
H -0.550172 1.135247 1.502300
H 0.726012 -2.571735 0.298256
H 1.709805 -1.639053 -0.858335
H -0.165573 -1.900102 -1.125548

Atoms 1-6, force components in eV/Å:
-0.2 -1.2 -0.3
-1.2 1.5 0.9
4.6 -1.1 1.9
2.8 -0.8 -0.6
-0.1 0.4 -0.3
-1.6 1.3 0.5

These are the Mulliken partial charges, in e, on atoms 1 to 4: -0.081, -0.174, -0.722, -0.367

C20H38FN6S | ωB97M-V/def2-TZVPD

Geometry (Å):
C 0.439461 1.993068 -1.694996
C 0.336805 0.468126 -1.686840
S 0.992298 -0.138731 -0.108476
C -0.192272 -1.338475 0.562387
C -1.010209 -0.851394 1.772512
C -2.385231 -0.228776 1.450718
C -2.550097 0.319975 0.028904
C -3.843703 1.139293 -0.061028
F -3.515723 2.495040 -0.177490
C -1.330640 -2.128633 2.624753
N -0.823284 -1.975512 4.032323
C -0.064111 -0.673624 4.132742
C -0.127943 -0.037745 2.729841
C -0.481605 1.437878 2.875283
N 0.638187 2.157666 3.458795
C 0.248167 3.553444 3.719586
H 0.508447 2.383332 -2.702318
H 1.347863 2.270555 -1.172722
H -0.389903 2.436242 -1.159793
H 0.935791 0.099763 -2.508433
H -0.676688 0.140484 -1.848037
H -0.822470 -1.736063 -0.222464
H 0.409092 -2.168218 0.907477
H -2.602678 0.611504 2.098214
H -3.194633 -0.930578 1.596328
H -2.625383 -0.501694 -0.671282
H -1.750615 1.003576 -0.212942
H -4.466672 0.844713 -0.898116
H -4.415607 1.049595 0.857219
H -2.381926 -2.351405 2.746690
H -0.946301 -3.049511 2.206902
H -1.597874 -1.892906 4.692990
H -0.332529 -2.804244 4.366487
H 0.961617 -0.968249 4.298643
H -0.340831 -0.040062 4.961159
H 0.916684 -0.019429 2.453695
H -1.383241 1.555089 3.470106
H -0.715239 1.838707 1.880834
H 1.359998 2.168091 2.745166
H -0.022359 4.048557 2.782749
H -0.622236 3.560532 4.358696
H 1.067676 4.107186 4.153283
C 2.040727 -2.948469 -2.891662
C 0.631286 -3.086877 -2.572143
N -0.481843 -3.123469 -2.290565
H 2.663714 -3.336507 -2.087463
H 2.290866 -3.486703 -3.804109
H 2.300941 -1.901812 -3.045215
C 2.096708 1.759422 -5.679812
C 2.807667 0.651388 -5.062514
N 3.370079 -0.236505 -4.601115
H 1.813098 1.514070 -6.701761
H 1.188412 1.995830 -5.127319
H 2.718151 2.654272 -5.705145
C 3.901896 4.751177 -1.432957
C 4.236721 4.468597 -2.819691
N 4.499411 4.254463 -3.915356
H 2.835168 4.617703 -1.258702
H 4.443998 4.086246 -0.762468
H 4.160900 5.776614 -1.175533
C -1.986426 -5.723696 -0.675262
C -2.063486 -6.701308 0.399449
N -2.124858 -7.453024 1.263905
H -1.907506 -6.208573 -1.646239
H -2.869979 -5.087969 -0.691397
H -1.115728 -5.082035 -0.556470

Atoms 1-6, force components in eV/Å:
0.1 -0.4 0.3
0.1 0.5 -0.2
0.0 -0.1 -0.1
0.0 0.3 -0.1
-0.4 -1.3 1.2
0.3 0.8 -0.9

Computed properties:
Charge: +1

These are the Mulliken partial charges, in e, on atoms 1 to 4: -1.140, 0.325, -0.273, -2.493

C5H7N | ωB97M-V/def2-TZVPD

Geometry (Å):
C -0.512263 0.450218 -0.754722
C 0.702571 1.845361 -0.468001
C 0.840751 0.371382 0.007880
C -0.479708 -0.279087 0.522508
C -0.670894 -1.774256 0.431068
N -0.627850 1.675759 -1.065186
H 0.710704 2.446616 0.381905
H 1.440782 2.115398 -1.364053
H 1.779263 -0.217010 -0.355648
H -0.981420 -0.104627 1.474156
H -0.216800 -2.164555 -0.414766
H -1.737955 -2.089022 0.325121
H -0.247183 -2.276177 1.279738

Atoms 1-6, force components in eV/Å:
0.6 -1.0 2.1
2.1 -1.1 -3.4
1.5 -1.4 -2.0
-1.0 -1.4 -0.5
-0.7 -0.1 0.3
-1.0 1.4 -0.1

These are the Mulliken partial charges, in e, on atoms 1 to 4: 0.423, -0.345, -0.527, 0.325

C4H7NO2 | ωB97M-V/def2-TZVPD

Geometry (Å):
O 1.851024 1.475375 0.262760
N 1.465702 0.610785 -0.840620
C 0.363999 -0.097091 -0.294980
C -0.259145 -1.404848 -0.612832
C -1.400617 -0.930553 0.359442
C -0.583867 0.312368 0.540440
O -0.720797 1.381563 1.348196
H 2.602119 1.987094 -0.065945
H 0.342154 -2.222331 -0.213218
H -0.537301 -1.616767 -1.653880
H -1.471230 -1.532701 1.265048
H -2.385470 -0.798869 -0.101887
H 0.580254 1.021341 -1.325548
H 0.153178 1.814637 1.333022

Atoms 1-6, force components in eV/Å:
-0.1 0.3 -0.4
-1.6 0.4 -0.8
-0.1 -0.8 1.0
0.0 -0.4 0.1
-0.3 -0.2 0.3
0.0 -0.4 0.1

Computed properties:
SMILES: ONC1=C(O)CC1

These are the Mulliken partial charges, in e, on atoms 1 to 4: -0.464, -0.417, 0.085, -0.394

Summary of ΔE to the lowest compared entry with this formula, charge and spin in eV
3.755, 0.000, 5.806, 5.017
(order as listed above)